Density functional theory data (ωB97M-V/def2-TZVPD) for 7 unconnected molecules or ions with the total composition C62H140F2N5O5P2S2 at a distorted geometry.

Calculated values
Energy relative to the best compared isomer or geometry (same formula, charge and spin): 0.0 kJ/mol
Charge: +5
HOMO: -0.6733 Eh

CARTESIAN COORDINATES (ANGSTROEM)
N 0.702 -19.025 7.418
S 1.500 -19.528 6.242
O 0.800 -20.168 5.143
O 2.876 -19.902 6.494
F 1.780 -18.042 5.625
S -0.081 -20.510 7.767
O 0.716 -21.632 8.160
O -1.298 -20.686 7.052
F -0.560 -20.047 9.230
C 0.945 -14.545 7.392
C 0.802 -15.546 8.504
O 1.453 -15.595 9.482
N -0.261 -16.571 8.248
H -0.678 -16.286 7.359
H 0.191 -17.500 8.015
C -1.363 -16.711 9.275
H 1.975 -14.206 7.321
H 0.217 -13.733 7.456
H 0.759 -14.951 6.391
H -0.872 -16.973 10.208
H -1.970 -17.560 8.970
H -1.940 -15.793 9.309
C 5.153 -17.786 5.799
C 4.742 -16.700 6.811
C 5.941 -16.117 7.575
C 5.542 -15.100 8.637
N 6.457 -13.916 8.836
C 7.956 -14.233 9.231
C 8.139 -13.516 10.557
C 7.221 -12.336 10.472
C 5.955 -12.942 9.892
C 6.529 -13.180 7.523
H 5.624 -18.607 6.343
H 5.928 -17.471 5.100
H 4.245 -18.093 5.291
H 4.071 -17.177 7.534
H 4.217 -15.895 6.291
H 6.633 -15.710 6.832
H 6.590 -16.889 8.001
H 5.227 -15.577 9.567
H 4.630 -14.562 8.354
H 8.551 -13.777 8.445
H 7.997 -15.316 9.158
H 9.203 -13.331 10.714
H 7.944 -14.223 11.370
H 7.619 -11.589 9.783
H 6.929 -11.815 11.383
H 5.246 -12.234 9.464
H 5.371 -13.569 10.567
H 7.078 -12.245 7.607
H 5.496 -12.878 7.340
H 6.929 -13.753 6.695
C -2.684 -30.302 11.275
C -2.869 -29.031 12.098
C -3.429 -27.803 11.405
C -2.681 -27.345 10.153
N -2.880 -25.903 9.750
C -2.095 -25.447 8.537
C -1.903 -23.939 8.704
C -2.057 -23.607 10.180
C -2.449 -24.938 10.855
C -4.376 -25.651 9.614
H -2.390 -30.050 10.245
H -3.616 -30.850 11.123
H -1.934 -31.029 11.574
H -1.916 -28.805 12.591
H -3.471 -29.310 12.965
H -3.642 -26.911 11.999
H -4.446 -28.099 11.120
H -2.978 -27.967 9.308
H -1.597 -27.454 10.246
H -2.631 -25.753 7.639
H -1.148 -25.982 8.472
H -2.587 -23.343 8.104
H -0.882 -23.706 8.404
H -2.870 -22.914 10.399
H -1.170 -23.272 10.713
H -3.102 -24.835 11.714
H -1.523 -25.419 11.182
H -4.515 -24.639 9.235
H -4.795 -25.646 10.615
H -4.838 -26.403 8.983
C 0.447 -17.078 12.845
C 1.684 -17.983 13.055
C 2.237 -18.496 11.689
C 3.408 -19.425 12.057
N 3.878 -20.271 10.907
C 5.286 -20.808 11.259
C 6.121 -21.036 10.008
C 5.368 -20.191 8.962
C 4.202 -19.516 9.609
C 2.956 -21.468 10.737
H -0.450 -17.638 12.584
H 0.647 -16.357 12.052
H 0.297 -16.573 13.798
H 1.462 -18.788 13.753
H 2.504 -17.397 13.475
H 2.536 -17.674 11.038
H 1.463 -19.041 11.136
H 3.157 -20.070 12.894
H 4.185 -18.722 12.359
H 5.249 -21.648 11.950
H 5.787 -20.015 11.817
H 5.976 -22.043 9.626
H 7.144 -20.689 10.075
H 5.103 -20.853 8.136
H 6.063 -19.500 8.481
H 3.289 -19.432 9.019
H 4.375 -18.482 9.913
H 3.137 -21.746 9.700
H 1.938 -21.123 10.889
H 3.254 -22.245 11.431
C 9.646 -27.321 6.285
C 8.251 -27.778 5.838
C 7.880 -27.170 4.467
C 6.377 -27.331 4.238
P 5.764 -26.482 2.698
C 6.335 -24.727 2.877
C 5.587 -23.879 3.936
C 4.170 -23.372 3.687
C 3.568 -22.467 4.734
C 6.752 -27.098 1.319
C 6.370 -28.534 0.896
C 7.399 -29.177 -0.030
C 7.020 -30.619 -0.419
C 3.983 -26.628 2.406
C 3.091 -27.087 3.561
C 1.671 -27.402 3.102
C 0.863 -28.083 4.218
H 10.473 -27.823 5.786
H 9.741 -27.507 7.354
H 9.754 -26.252 6.092
H 7.543 -27.395 6.576
H 8.204 -28.867 5.829
H 8.420 -27.644 3.644
H 8.222 -26.134 4.491
H 5.864 -26.995 5.142
H 6.114 -28.387 4.143
H 6.212 -24.325 1.866
H 7.408 -24.784 3.049
H 6.148 -22.970 4.171
H 5.662 -24.469 4.858
H 3.467 -24.141 3.329
H 4.135 -22.899 2.693
H 2.551 -22.209 4.431
H 4.170 -21.565 4.859
H 3.444 -22.849 5.752
H 7.819 -26.986 1.509
H 6.507 -26.402 0.508
H 5.409 -28.488 0.382
H 6.285 -29.161 1.789
H 8.374 -29.230 0.458
H 7.506 -28.576 -0.936
H 7.672 -30.966 -1.223
H 6.029 -30.694 -0.865
H 7.228 -31.276 0.424
H 3.883 -27.256 1.511
H 3.679 -25.690 1.928
H 3.160 -26.284 4.303
H 3.542 -27.949 4.059
H 1.683 -28.010 2.199
H 1.158 -26.459 2.892
H 1.292 -29.035 4.530
H -0.169 -28.267 3.921
H 0.855 -27.396 5.067
C 0.318 -24.235 5.493
C -0.591 -23.818 4.336
C -1.619 -22.736 4.657
C -2.705 -22.628 3.584
P -3.544 -21.060 3.407
C -4.811 -21.175 2.085
C -5.648 -19.900 1.930
C -6.608 -19.829 0.746
C -7.646 -20.953 0.807
C -2.382 -19.801 2.877
C -1.466 -20.280 1.725
C -0.588 -19.120 1.254
C 0.439 -18.464 2.203
C -4.330 -20.614 4.942
C -5.446 -21.537 5.458
C -6.002 -21.137 6.810
C -4.970 -21.413 7.903
H -0.179 -24.968 6.132
H 0.645 -23.391 6.109
H 1.276 -24.667 5.196
H -1.048 -24.709 3.900
H 0.077 -23.411 3.571
H -1.105 -21.770 4.675
H -2.069 -22.796 5.651
H -3.459 -23.417 3.686
H -2.286 -22.858 2.597
H -5.364 -22.082 2.359
H -4.433 -21.461 1.099
H -4.945 -19.061 1.902
H -6.237 -19.721 2.837
H -6.050 -19.986 -0.179
H -7.123 -18.871 0.722
H -8.276 -20.883 -0.079
H -8.285 -21.136 1.672
H -7.098 -21.901 0.738
H -1.753 -19.525 3.727
H -2.984 -18.954 2.546
H -1.994 -20.793 0.921
H -0.787 -21.065 2.082
H -1.204 -18.430 0.672
H 0.046 -19.508 0.447
H -0.104 -17.729 2.802
H 1.263 -17.958 1.708
H 0.863 -19.245 2.834
H -4.709 -19.589 4.854
H -3.545 -20.461 5.690
H -5.116 -22.581 5.517
H -6.257 -21.597 4.726
H -6.898 -21.700 7.071
H -6.293 -20.085 6.783
H -5.290 -21.173 8.921
H -3.981 -20.959 7.801
H -4.769 -22.490 7.981